(1)
Computed, not measured: a cluster of 2 separate species, C5H9NO3S in total, with ωB97M-V with the def2-TZVPD basis set.

Last column: Löwdin charge in e.
CARTESIAN COORDINATES (ANGSTROEM)
C  2.94212  0.99172  -0.55006  -0.395
C  -0.12167  -0.99086  0.47539  -0.146
C  0.11115  -0.65158  -0.79751  -0.173
C  0.80746  -1.92894  1.26601  -0.041
C  -1.46533  1.83163  -0.55994  -0.119
N  1.88219  1.30008  -0.98720  0.193
O  3.97883  0.70513  -0.13928  0.167
O  -1.99527  -0.10442  -2.36542  -0.345
O  -0.01454  1.27121  -2.80439  -0.347
S  -0.83468  0.59589  -1.83506  0.651
H  -0.72104  -0.34213  1.10031  0.098
H  0.86530  -1.08566  -1.41873  0.089
H  0.86101  -2.78834  0.71191  0.057
H  0.38199  -1.93672  2.20905  0.052
H  1.69255  -1.39504  1.41677  0.063
H  -1.93733  2.67519  -1.15655  0.086
H  -2.21103  1.30666  -0.06077  0.019
H  -0.46467  2.18298  -0.06700  0.092
H  1.43999  1.33609  -1.84028  -0.003

Output
total charge = 0
spin multiplicity = 1
total energy = -874.49393 hartree
orbital gap = 10.71 eV
LUMO energy = 0.0214 hartree
structure (SMILES) = C/C=C/S(C)(=O)=O.N=C=O
HOMO = -10.13 eV



(2)
Computed, not measured: a cluster of 2 separate species, C3H9NO2 in total, with ωB97M-V with the def2-TZVPD basis set.

Last column: Löwdin charge in e.
CARTESIAN COORDINATES (ANGSTROEM)
C  0.31784  0.06203  -0.01821  -0.266
C  -0.24897  1.14046  0.86997  -0.181
C  -0.17744  2.54489  0.33216  -0.272
O  0.00851  2.80156  -0.82547  0.063
N  -0.18131  -1.24181  0.40915  -0.030
H  1.40293  0.15509  0.05832  0.122
H  0.01751  0.22670  -1.04969  0.113
H  -0.01791  1.08836  1.92827  0.112
H  -1.34732  1.01584  0.96502  0.134
H  -0.40688  3.29806  1.11383  0.121
H  -0.60693  -1.24224  1.33148  0.074
H  0.46571  -2.00464  0.59962  0.078
H  0.18141  -2.29186  -1.19027  -0.027
H  0.71006  -2.87188  -2.49441  0.035
O  -0.11721  -2.68056  -2.02979  -0.076

Output
total charge = 0
spin multiplicity = 1
total energy = -324.90412 hartree
orbital gap = 10.49 eV
LUMO energy = 0.0278 hartree
structure (SMILES) = NCCC=O.O
HOMO = -9.73 eV



(3)
Computed, not measured: a cluster of 11 separate species, C16H54N6O11 in total, with ωB97M-V with the def2-TZVPD basis set.

Last column: Löwdin charge in e.
CARTESIAN COORDINATES (ANGSTROEM)
C  -6.89366  10.78440  13.86088  -0.049
C  -5.35962  10.54197  13.79327  -0.308
O  -5.04378  9.24971  14.25066  -0.098
H  -7.16232  11.79618  13.58169  0.067
H  -7.30820  10.79691  14.81293  0.044
H  -7.46151  10.11109  13.25269  0.057
H  -4.83360  11.30577  14.32003  0.084
H  -4.96370  10.68439  12.77048  0.097
H  -4.14182  8.99493  13.92140  0.054
C  -1.50703  11.76168  14.26909  -0.057
C  -1.52331  10.24601  14.08077  -0.335
O  -0.57341  9.71891  14.95251  -0.114
H  -2.43762  12.14821  13.79081  0.079
H  -0.66366  12.27966  13.83556  0.061
H  -1.46947  11.97402  15.30682  0.059
H  -1.30930  10.07153  12.99116  0.101
H  -2.49073  9.73083  14.31245  0.101
H  -0.86223  9.96818  15.88624  0.142
C  -0.51695  3.47651  9.25949  -0.099
C  -1.62086  3.71797  10.23239  -0.286
O  -2.03551  5.12676  10.23742  -0.111
H  0.38211  4.03112  9.60001  0.077
H  -0.72648  3.75161  8.27128  0.053
H  -0.42887  2.41653  9.24109  0.066
H  -1.30378  3.50558  11.23331  0.092
H  -2.53864  3.08922  9.91849  0.137
H  -2.53235  5.30642  10.99329  -0.009
C  -6.97753  8.97024  10.45142  -0.117
C  -6.30152  7.92439  11.17381  -0.311
O  -6.21826  6.85864  10.17577  -0.088
H  -6.88626  9.96280  10.98084  0.075
H  -8.03181  8.66575  10.49886  0.086
H  -6.74703  9.15490  9.37778  0.080
H  -6.85583  7.50118  12.04818  0.133
H  -5.34452  8.26310  11.55985  0.070
H  -5.48885  7.07816  9.57983  0.027
C  -2.89407  8.65128  10.88669  -0.058
C  -3.22027  9.97554  10.33460  -0.265
O  -2.58244  10.94439  11.23066  -0.104
H  -1.86779  8.47355  11.22750  0.067
H  -3.29828  7.78141  10.36505  0.089
H  -3.37723  8.76348  11.79715  0.029
H  -4.26625  10.22115  10.19744  0.093
H  -2.92470  10.06542  9.36120  0.046
H  -3.00221  11.79879  11.10699  0.030
C  -4.58083  13.30075  10.81028  -0.558
O  -5.56934  12.40203  10.30834  -0.144
N  -4.75971  13.98893  11.93658  0.140
N  -3.39871  13.62641  10.35846  0.153
H  -5.63651  14.00575  12.47454  0.125
H  -3.91723  14.43500  12.39107  0.144
H  -3.01077  13.31613  9.45621  0.156
H  -2.85896  14.32245  10.73041  0.053
C  0.40397  13.06327  11.35816  -0.670
O  -0.66989  13.98703  11.42880  -0.174
N  1.60444  13.37330  11.34750  0.186
N  0.16285  11.83295  11.20584  0.209
H  1.87158  14.32308  11.54557  0.135
H  2.34030  12.65356  11.39786  0.146
H  -0.77459  11.45815  11.14727  0.085
H  1.03333  11.36113  11.22155  0.112
C  -1.92887  6.38084  13.78131  -0.671
O  -2.14574  5.35505  12.92579  -0.096
N  -0.94925  7.20681  13.65405  0.185
N  -2.68061  6.56835  14.80360  0.157
H  -0.32293  7.04363  12.85010  0.091
H  -0.76602  8.11634  14.16732  0.093
H  -3.61278  6.10286  14.74273  0.144
H  -2.64301  7.21811  15.61702  0.139
C  -0.44800  9.90572  8.03902  -0.189
O  0.76968  10.58872  7.87829  -0.127
H  -1.34563  10.48950  7.67637  0.097
H  -0.58135  9.64540  9.10794  0.050
H  -0.36976  8.95449  7.48539  0.087
H  1.49673  10.00412  8.15583  0.075
C  -4.53806  8.56489  7.56619  -0.177
O  -4.33595  7.26134  7.94287  -0.099
H  -5.00730  9.25787  8.27615  0.066
H  -5.12206  8.63123  6.60403  0.107
H  -3.59861  8.97991  7.33942  0.052
H  -3.43396  6.97093  7.75700  0.102
C  0.63517  7.36569  10.12175  -0.132
O  1.05049  7.39513  11.48138  -0.112
H  1.20073  8.10904  9.53256  0.072
H  -0.47592  7.56164  10.11568  0.072
H  0.65988  6.42337  9.65596  0.054
H  1.46841  6.55880  11.61400  0.074

Output
total charge = 0
spin multiplicity = 1
total energy = -1797.99360 hartree
orbital gap = 9.03 eV
LUMO energy = 0.0005 hartree
structure (SMILES) = NC(N)=O.NC(N)=O.NC(N)=O.CCO.CCO.CCO.CCO.CCO.CO.CO.CO
HOMO = -9.02 eV



(4)
Computed, not measured: a structure of composition C21H52O17P4Tl, with ωB97M-V with the def2-TZVPD basis set.

Last column: Löwdin charge in e.
CARTESIAN COORDINATES (ANGSTROEM)
Tl  1.04061  0.88282  -1.03562  1.082
C  1.85287  -0.50105  3.44758  -0.089
C  0.92696  -1.17825  2.47878  -0.657
C  -0.00694  -2.08943  3.17120  -0.088
O  0.37921  -0.26446  1.55787  -0.331
H  2.57476  -1.20691  3.85836  0.059
H  1.41896  0.05321  4.27982  0.064
H  2.49137  0.20656  2.91870  0.071
H  1.52489  -1.84566  1.85818  0.100
H  -0.61749  -2.68820  2.49532  0.060
H  -0.62654  -1.49373  3.84152  0.072
H  0.47998  -2.82838  3.80756  0.071
P  3.82930  1.25667  -2.48303  -0.022
O  2.83951  0.28801  -3.25358  -0.308
O  2.97519  2.57646  -2.29813  -0.240
O  5.20952  1.47208  -3.17236  -0.343
O  3.84495  0.77746  -1.00485  -0.294
C  -2.99440  1.22157  1.89207  -0.073
C  -3.39849  -0.18695  1.58279  -0.298
O  -3.92426  -0.21110  0.29456  -0.172
P  -3.10844  -0.56032  -1.06663  0.501
O  -1.73571  0.01320  -1.15630  -0.313
O  -4.12312  -0.08251  -2.23044  -0.178
C  -3.75074  -0.16504  -3.62738  -0.255
C  -4.91569  0.16084  -4.52700  -0.086
O  -3.18919  -2.15314  -1.18783  -0.172
C  -2.33083  -2.99342  -0.49507  -0.300
C  -3.11688  -3.82452  0.48454  -0.063
H  -2.25915  1.50423  1.13867  0.066
H  -3.81401  1.93969  1.91733  0.074
H  -2.65927  1.22234  2.92927  0.077
H  -2.55682  -0.87316  1.67666  0.105
H  -4.15514  -0.45821  2.31900  0.117
H  -2.95022  0.54302  -3.84167  0.120
H  -3.34993  -1.16049  -3.81847  0.116
H  -5.24742  1.18875  -4.38047  0.076
H  -4.74694  0.09949  -5.60210  0.074
H  -5.79422  -0.47965  -4.44917  0.073
H  -1.84633  -3.63541  -1.23074  0.108
H  -1.50809  -2.43390  -0.04995  0.111
H  -3.76951  -3.22352  1.11776  0.074
H  -3.79633  -4.46678  -0.07577  0.073
H  -2.44038  -4.47861  1.03465  0.077
C  -0.89487  3.57725  4.24650  -0.081
C  0.28320  3.52889  3.33000  -0.251
O  0.19907  4.53919  2.29454  -0.214
P  -0.73195  4.31817  0.92161  0.575
O  -0.41009  3.12969  0.10569  -0.312
O  -2.29858  4.37939  1.54854  -0.227
C  -2.70238  5.60371  2.20449  -0.261
C  -4.15042  5.29218  2.69257  -0.062
O  -0.46463  5.71664  0.15496  -0.196
C  0.87160  5.92348  -0.25127  -0.274
C  0.88904  5.65496  -1.76447  -0.061
H  -1.84084  3.31766  3.77125  0.053
H  -0.68761  2.86156  5.04208  0.085
H  -0.94976  4.58976  4.64639  0.077
H  1.19513  3.81449  3.85432  0.119
H  0.46909  2.52900  2.93789  0.114
H  -1.99182  5.85672  2.99137  0.100
H  -2.73358  6.41277  1.47472  0.108
H  -4.59308  6.12417  3.24024  0.067
H  -4.78121  4.99482  1.85485  0.077
H  -4.12230  4.46940  3.40696  0.064
H  1.13898  6.96324  -0.06285  0.115
H  1.57575  5.31632  0.31762  0.116
H  0.26811  6.28906  -2.39730  0.072
H  1.90939  5.86632  -2.08433  0.079
H  0.53808  4.63844  -1.94230  0.070
C  4.69522  -2.31978  1.53732  -0.063
C  4.07831  -2.03036  0.15037  -0.284
O  3.68678  -3.29170  -0.39878  -0.175
P  2.32860  -3.30025  -1.31093  0.603
O  1.41059  -2.08417  -1.20997  -0.314
O  2.82163  -3.58008  -2.87165  -0.202
C  3.77110  -2.67641  -3.46976  -0.276
C  4.85404  -3.44321  -4.17761  -0.076
O  1.69277  -4.73609  -0.85360  -0.176
C  0.68799  -5.36879  -1.52372  -0.312
C  1.30253  -6.60933  -2.31131  -0.054
H  5.13641  -1.48292  2.07873  0.075
H  3.91405  -2.70455  2.19293  0.063
H  5.55963  -2.97233  1.41457  0.067
H  3.27303  -1.30184  0.24453  0.082
H  4.83406  -1.53112  -0.45602  0.104
H  3.26374  -2.03656  -4.19175  0.115
H  4.24747  -2.08417  -2.68846  0.099
H  4.39269  -4.04759  -4.95862  0.071
H  5.48475  -2.71359  -4.68552  0.082
H  5.46891  -4.11593  -3.57972  0.076
H  -0.04007  -5.81920  -0.84906  0.107
H  0.10067  -4.70968  -2.16304  0.108
H  1.86951  -7.25692  -1.64254  0.070
H  0.58249  -7.23151  -2.84286  0.062
H  1.94272  -6.18239  -3.08330  0.058

Output
total charge = -1
spin multiplicity = 1
total energy = -3648.58834 hartree
orbital gap = 3.13 eV
LUMO energy = -0.0374 hartree
HOMO = -4.15 eV